Computed, not measured: a structure of composition C20H34BrIN8NaO5S, with ωB97M-V with the def2-TZVPD basis set.

Results
- energy above the lowest of the compared OMol25 structures with the same formula, charge and spin (eV) = 0.338
- molecular weight (Da) = 728.4
- lowest unoccupied orbital energy (Eh) = 0.0703
- frontier orbital gap (eV) = 7.3

```
! RIJCOSX wB97M-V def2-TZVPD def2/J DEFGRID3
* xyz -1 1
Na 0.77766 -0.77861 -0.29784
C -0.67108 1.79597 2.94170
N -0.59021 2.25126 1.56692
C 0.42186 3.27278 1.41686
C -1.89006 2.67369 1.09964
C -1.92418 3.14596 -0.34757
N -1.54832 2.13107 -1.31121
C -1.06078 2.70379 -2.54070
C -2.62380 1.20153 -1.57334
H -1.00062 2.60923 3.62037
H 0.30020 1.43248 3.26844
H -1.38257 0.97347 3.00682
H 0.10931 4.24010 1.86310
H 0.65851 3.44549 0.36550
H 1.33213 2.95223 1.92019
H -2.27833 3.50990 1.72279
H -2.58213 1.83883 1.23759
H -1.24683 3.99387 -0.46720
H -2.93931 3.53875 -0.55872
H -1.83904 3.27658 -3.08558
H -0.69976 1.90843 -3.19195
H -0.22241 3.37211 -2.33885
H -3.47715 1.69961 -2.07653
H -2.97973 0.76079 -0.64583
H -2.26407 0.39112 -2.20322
N 2.85361 -3.35658 1.63505
C 1.78217 -3.98727 0.88306
C 1.46856 -3.41019 -0.50392
O 0.47121 -3.85923 -1.09959
O 2.23817 -2.50224 -0.94545
H 3.61212 -3.16636 0.98894
H 2.53053 -2.43118 1.91156
H 0.85561 -3.94830 1.46225
H 1.97810 -5.05553 0.73651
Br 2.55532 1.68573 -3.20330
C 3.37877 1.56802 -1.46939
C 4.66185 2.08140 -1.36288
C 5.22512 2.07007 -0.09901
C 4.48718 1.57614 0.96220
C 3.22235 1.05234 0.72397
N 2.67619 1.04131 -0.50305
C 2.41591 0.47939 1.90687
O 2.67477 1.00352 3.00040
O 1.60833 -0.42898 1.62524
H 5.18024 2.46963 -2.22611
H 6.22694 2.45405 0.05244
H 4.84389 1.57991 1.98116
N 1.66004 -1.86752 -3.49776
C 0.59150 -1.08943 -3.55607
O -0.04894 -0.71490 -2.56050
C 0.16669 -0.56049 -4.91134
I -0.24595 -2.10319 -6.33466
H 1.95993 -2.23000 -2.53742
H 2.08967 -2.18198 -4.35008
H 0.94387 0.05039 -5.36149
H -0.74929 0.00672 -4.79009
C -4.43574 -1.98980 3.90563
C -3.00619 -2.45771 3.65839
C -2.58706 -2.31672 2.22921
N -1.93764 -1.29677 1.79223
N -1.67057 -1.36193 0.44882
C -2.16587 -2.42598 -0.10739
N -2.12275 -2.67020 -1.46409
S -2.96994 -3.47247 0.99927
H -4.69874 -2.09596 4.95866
H -5.15302 -2.56738 3.31984
H -4.54702 -0.94132 3.62907
H -2.88550 -3.49703 3.97528
H -2.30116 -1.86517 4.24331
H -1.47600 -2.01373 -1.90073
H -1.73657 -3.59352 -1.63648
*
```